C4H9NO in the gas phase in a non-equilibrium geometry. Source: OMol25; level of theory: ωB97M-V/def2-TZVPD.

Each line ends with the Löwdin charge.
CARTESIAN COORDINATES (ANGSTROEM)
C -0.52 0.25 0.02  -0.6123
C -1.81 0.91 -0.47  0.0046
C -0.45 -1.18 0.53  -0.0258
C 2.22 0.01 -0.24  0.0143
N 0.64 0.84 -0.53  0.0326
O 0.17 1.15 0.82  -0.0566
H -2.57 0.12 -0.79  0.1021
H -1.61 1.53 -1.25  0.0357
H -2.29 1.54 0.29  0.0894
H 0.13 -1.27 1.44  0.0857
H -0.16 -2.00 -0.08  0.0677
H -1.29 -1.61 0.99  0.0606
H 2.79 0.62 0.53  0.0655
H 2.05 -1.08 0.06  0.0505
H 2.71 0.16 -1.31  0.0861

Its structure (SMILES) is CN1OC1(C)C. As for the spin multiplicity: 1. The total energy is -287.64569 hartree. As for the strongest force on any atom: 4.45 eV Å⁻¹. The value obtained for the HOMO energy is -9.119 eV. The value obtained for the energy above the lowest of the compared OMol25 structures with the same formula, charge and spin is 117.2 kcal per mole.